Entry 1:
158
Properties=species:S:1:pos:R:3:forces:R:3 method="wB97M-V/def2-TZVPD" homo_energy_ha=-0.323 e_above_lowest_kj_mol=48.31 multiplicity=1 gap_ev=9.3
C 5.7945 -0.9425 -4.7351 0.8 0.0 -0.2
C 5.4060 0.3359 -5.4788 1.5 -0.6 -1.3
C 4.7341 1.3329 -4.6482 -1.4 0.9 1.7
O 3.5509 0.7495 -4.0828 -0.3 0.6 -0.2
C 2.7281 1.7708 -3.5196 -0.7 0.1 -0.8
N 6.6821 0.9415 -5.8619 0.7 -0.5 0.0
H 6.5330 -1.6169 -5.2378 -0.5 0.9 0.0
H 4.9883 -1.5708 -4.5001 -1.5 -0.7 0.2
H 6.2213 -0.6815 -3.7773 0.4 0.3 0.3
H 4.7607 0.1488 -6.3422 0.0 -0.4 -0.1
H 4.4399 2.2708 -5.1709 0.3 -0.6 -0.2
H 5.3907 1.6460 -3.8311 0.2 0.0 0.1
H 3.1975 2.1297 -2.6133 -0.2 0.3 0.5
H 1.7045 1.3863 -3.3785 0.6 -0.1 0.4
H 2.5805 2.6374 -4.2010 0.4 -0.4 0.1
H 6.6571 1.7326 -6.4877 -0.2 -0.2 -0.2
H 7.3219 0.2132 -6.1823 -0.2 0.7 -0.1
C -1.4626 -1.4047 -4.1762 0.0 -0.6 -1.7
C -2.6691 -1.5316 -3.2873 -1.7 -0.4 0.7
C -3.8070 -0.5571 -3.5435 0.7 -1.2 -0.7
O -3.3233 0.6975 -3.1696 -0.2 -0.5 0.1
C -4.2960 1.6584 -3.3234 -0.7 0.3 -0.4
N -3.3317 -2.8418 -3.4204 1.1 -0.7 -0.1
H -0.7130 -2.0849 -3.8139 0.5 0.0 0.2
H -1.0694 -0.3967 -4.1940 0.1 0.3 0.2
H -1.5960 -1.7302 -5.2798 -0.4 0.5 1.7
H -2.4412 -1.3116 -2.2120 0.6 -0.2 -0.6
H -4.6512 -0.9741 -2.9486 0.1 0.9 0.0
H -4.1250 -0.6176 -4.6078 0.2 0.3 0.4
H -4.4223 1.9733 -4.3624 0.0 0.0 -0.1
H -4.0167 2.4696 -2.7184 0.5 1.5 0.5
H -5.2569 1.3492 -2.9230 -0.4 -0.4 -0.1
H -2.6192 -3.5748 -3.3786 -0.2 0.1 -0.2
H -3.9474 -3.0319 -2.6385 -0.1 0.2 0.1
C -0.7000 1.7147 4.1539 -1.0 -2.9 0.6
C -2.2019 1.6632 4.6385 0.0 0.0 -1.6
C -2.7860 3.0350 4.5467 1.2 -0.4 1.5
O -1.8924 3.9139 5.2867 -1.3 -1.2 -0.9
C -2.3425 5.2048 5.1079 -1.0 1.1 1.0
N -3.1512 0.7962 3.8527 1.5 0.0 -0.5
H -0.6864 1.1861 3.1817 0.2 0.7 0.1
H -0.1273 1.0186 4.8046 -0.1 0.4 -0.3
H -0.2135 2.6669 4.1946 -0.1 0.6 -0.2
H -2.3440 1.3620 5.6510 0.5 -0.4 0.9
H -3.7348 2.9818 5.0610 -0.6 0.5 -0.1
H -2.8822 3.2688 3.5004 -0.1 0.8 -0.5
H -1.9871 5.6041 4.1804 0.0 0.4 -0.8
H -1.9571 5.8073 5.9191 0.3 0.3 0.2
H -3.4631 5.3218 5.1819 0.9 -0.3 -0.3
H -3.1507 1.1351 2.8755 -0.3 0.0 0.7
H -2.7044 -0.1228 3.7280 -0.2 0.3 0.4
C -3.7676 -4.0425 0.5286 1.4 -0.6 1.6
C -4.3221 -2.6898 0.6687 -1.9 0.9 -1.2
C -5.7705 -2.7040 0.1847 0.2 -0.5 -0.6
O -5.7373 -3.0989 -1.2016 0.2 -0.1 1.5
C -6.8752 -2.7692 -1.9161 -0.4 -0.4 -1.1
N -4.2716 -2.1528 1.9826 -0.1 0.5 2.3
H -4.2419 -4.6759 1.2738 -0.5 -0.4 -0.1
H -2.7168 -4.0511 0.8807 -0.3 0.0 -0.7
H -3.9231 -4.4116 -0.4661 0.3 -0.4 -0.3
H -3.8359 -2.0085 -0.0133 0.6 0.4 -0.2
H -6.2522 -1.7337 0.2992 0.1 0.4 -0.2
H -6.3281 -3.3828 0.8505 -0.2 -0.3 -0.5
H -6.6639 -2.9602 -2.9686 0.2 0.5 -0.1
H -7.1731 -1.7521 -1.7345 -0.1 0.8 -0.1
H -7.7498 -3.3838 -1.7520 -0.3 -0.5 0.7
H -4.9325 -1.3724 2.1052 0.7 -0.1 -0.2
H -4.5575 -2.8183 2.7199 0.3 0.1 -0.7
C -0.4558 3.3565 -2.5892 0.2 0.4 0.9
C -1.0075 4.7392 -2.4014 -0.8 1.7 0.7
C -2.1062 4.9052 -1.2973 1.1 -0.3 -0.6
O -0.0282 5.8107 -2.2373 0.4 -1.9 1.6
H -1.2737 2.7314 -2.9246 -0.1 -0.4 -0.1
H -0.0926 2.9882 -1.6085 0.3 -0.1 -0.7
H 0.3009 3.4171 -3.3724 0.2 -0.3 0.3
H -1.4852 5.0272 -3.3189 -0.4 0.1 -0.6
H -2.3907 5.9422 -1.3580 -0.4 0.3 0.1
H -1.7356 4.7130 -0.2890 0.2 -0.1 0.0
H -2.9663 4.2674 -1.4620 -0.2 -0.2 -0.2
H 0.5018 5.5311 -1.4274 -0.5 0.7 -1.3
C 1.3656 4.0865 1.6233 0.1 -0.2 1.5
C 2.5189 4.8664 1.0725 -0.2 0.7 -0.9
C 3.8768 4.1651 1.1533 -0.3 0.3 -0.7
O 2.1519 5.1463 -0.3178 1.0 0.2 -0.2
H 0.5486 4.7594 1.7648 -0.8 0.5 -0.1
H 1.5534 3.7013 2.6613 0.1 0.0 -1.0
H 1.0853 3.2967 0.9379 0.1 -0.2 0.1
H 2.5051 5.9077 1.4402 0.6 -0.6 0.9
H 3.8115 3.1489 0.7472 -0.2 0.2 0.0
H 4.1934 4.0700 2.1872 0.2 0.2 0.1
H 4.6117 4.7199 0.5358 -0.2 -0.2 0.6
H 2.8059 5.8248 -0.5886 -0.7 -0.6 -0.2
C 0.4702 -0.2323 -0.8658 0.2 0.0 -0.7
C 0.9426 0.5495 0.3336 0.9 0.0 0.2
C 1.6560 -0.2827 1.3932 0.9 0.2 0.6
O 1.8281 1.6353 -0.0819 -1.2 -0.1 0.4
H -0.0618 0.4687 -1.4934 -0.2 0.1 -0.5
H -0.1885 -1.0621 -0.6733 -0.5 -0.2 0.6
H 1.2726 -0.6813 -1.4615 0.3 0.3 0.2
H 0.0665 1.0472 0.7694 0.3 0.1 0.0
H 1.0295 -0.9615 1.9920 -0.1 0.2 -0.5
H 2.1537 0.4068 2.1059 -0.4 -0.2 -0.2
H 2.4998 -0.8425 0.9542 -0.5 0.0 -0.1
H 2.5892 1.3225 -0.5685 0.3 -0.8 -0.1
C 4.3618 -1.1536 3.9802 0.7 -0.8 -0.7
C 4.6413 -1.0209 5.4604 -1.7 -1.4 0.6
O 3.4533 -1.6475 6.0970 0.9 0.5 0.1
H 3.4101 -0.6506 3.7122 0.6 -0.5 0.2
H 4.3846 -2.2394 3.6286 -0.3 1.4 0.7
H 5.1844 -0.6722 3.4304 -0.3 0.0 0.0
H 4.6289 0.0249 5.7473 0.5 0.2 0.1
H 5.5428 -1.5778 5.8090 -0.4 0.7 -0.4
H 3.4656 -1.4601 7.0493 0.1 -0.1 -0.4
C -2.8437 0.8629 0.0996 1.2 -0.5 0.5
C -4.2866 1.2044 -0.0100 -0.4 0.2 0.0
O -4.8745 1.1034 1.3191 -0.6 0.1 -1.2
H -2.3041 0.9201 -0.8322 -0.2 0.0 -0.7
H -2.7216 -0.1691 0.4499 0.0 0.1 0.1
H -2.2430 1.4951 0.7652 -0.5 0.1 0.2
H -4.7475 0.5381 -0.7868 0.0 0.3 0.9
H -4.4196 2.2308 -0.3630 0.0 0.0 0.0
H -5.7357 1.5613 1.2637 0.6 -0.4 0.2
C 3.3743 -3.8376 1.4026 2.2 -0.6 -1.1
C 2.8854 -5.2891 1.2339 -0.9 1.4 0.8
O 1.4663 -5.2839 1.0583 0.3 -0.6 -0.2
H 4.4838 -3.8723 1.5385 -0.6 0.0 -0.1
H 3.0526 -3.2472 2.2434 -0.8 -0.2 0.4
H 3.2355 -3.2480 0.4888 -0.3 -0.1 0.1
H 3.1527 -5.8653 2.1154 0.1 -0.2 0.2
H 3.2967 -5.7865 0.3687 0.3 0.1 -0.3
H 1.1288 -4.5473 1.5620 -0.3 0.3 0.2
C -1.4522 -3.3026 4.4375 -1.0 0.8 0.4
C -0.9004 -2.9976 3.0606 -0.1 -0.6 0.7
O -1.3536 -1.7939 2.5072 -0.3 0.3 -0.1
H -1.2628 -2.3947 5.0341 -0.2 -0.4 0.1
H -0.9664 -4.1479 4.9283 0.0 0.0 -0.2
H -2.5545 -3.4839 4.4222 0.7 0.1 0.0
H -1.0836 -3.8380 2.4196 -0.2 -0.6 -0.7
H 0.1663 -2.9733 3.2190 0.6 0.5 -0.4
H -2.3269 -1.8433 2.3553 0.3 -0.1 0.1
C -0.5186 -3.8448 -0.8976 0.6 0.8 -0.6
C 0.2032 -3.8774 -2.2601 -1.5 -0.6 1.4
O -0.6176 -4.4992 -3.2574 0.3 0.6 0.1
H -1.4345 -3.2869 -0.8854 -0.4 1.0 -0.6
H 0.1607 -3.3669 -0.1800 -0.2 -0.3 0.0
H -0.8944 -4.7643 -0.5316 0.5 -1.5 0.2
H 1.0821 -4.4742 -2.1874 1.0 -0.3 0.4
H 0.4783 -2.8575 -2.4785 0.1 0.4 -0.5
H -0.0201 -4.5505 -4.0080 -0.3 -0.2 -0.4
C 5.3576 -0.3489 0.5950 0.4 0.7 1.4
C 5.3039 -0.0935 -0.8564 -0.4 0.2 0.4
O 3.9399 -0.1525 -1.2007 -0.6 -0.3 -1.3
H 6.3744 -0.1868 0.9480 0.1 0.4 0.2
H 5.1915 -1.3834 0.8569 -0.7 -0.3 0.0
H 4.6516 0.3462 1.1073 0.5 -0.7 -0.1
H 5.9735 -0.7729 -1.3440 0.0 -0.8 -0.8
H 5.6492 0.8899 -1.0713 0.6 1.0 -0.2
H 3.8343 0.0120 -2.1593 0.1 -0.2 0.3



Entry 2:
92
Properties=species:S:1:pos:R:3:forces:R:3 method="wB97M-V/def2-TZVPD" homo_energy_ha="-0.505 / -0.505" total_charge=+2 s2=6.042 multiplicity=5 gap_ev="7.6 / 5.4"
Rh 1.1209 -0.1401 -0.3266 -0.9 0.0 0.0
C 2.6972 -0.9109 5.8694 0.0 0.0 -0.1
C 2.9264 -0.4440 4.4560 0.0 -0.1 0.1
C 3.8951 -1.0501 3.6464 0.0 0.0 0.1
C 4.1237 -0.6113 2.3551 0.0 0.1 0.0
C 3.3482 0.4376 1.8638 0.1 -0.1 0.1
C 2.3850 1.0710 2.6460 0.0 -0.1 -0.1
C 2.1868 0.6210 3.9389 -0.1 0.0 0.1
S 3.6420 1.0424 0.2581 0.3 0.2 0.0
O 4.9781 1.4961 0.0683 0.0 0.0 -0.1
O 2.5191 1.9090 -0.0868 0.2 0.0 0.0
N 3.2648 -0.3012 -0.6580 -0.1 0.2 0.0
C 3.7029 -0.5017 -1.8954 0.1 -0.1 0.0
C 5.0391 -0.3006 -2.3396 -0.2 0.0 0.1
C 5.3834 -0.5934 -3.6436 -0.1 -0.1 -0.2
C 4.4335 -1.0627 -4.5402 0.0 0.0 0.0
C 3.0685 -1.2432 -4.1544 0.3 -0.1 -0.2
C 2.0612 -1.6432 -5.0514 0.1 0.0 -0.2
C 0.7698 -1.7454 -4.6067 -0.1 0.0 0.0
C 0.4902 -1.4417 -3.2720 0.1 0.0 0.1
N 1.4234 -1.0728 -2.4032 -0.1 0.1 -0.1
C 2.7002 -0.9810 -2.8368 0.0 0.0 0.3
H 3.1937 -1.8603 6.0634 0.0 0.0 0.0
H 1.6316 -1.0295 6.0755 0.1 0.0 0.0
H 3.0847 -0.1758 6.5789 0.0 0.0 0.0
H 4.4865 -1.8671 4.0464 -0.1 0.1 0.0
H 4.8966 -1.0657 1.7410 -0.1 0.0 0.1
H 1.8221 1.9070 2.2474 0.0 0.0 0.0
H 1.4507 1.1113 4.5668 0.0 0.0 0.0
H 5.7793 0.0618 -1.6382 -0.1 0.0 0.0
H 6.4081 -0.4584 -3.9650 -0.1 0.0 0.0
H 4.7183 -1.2904 -5.5612 0.0 0.0 0.0
H 2.3136 -1.8465 -6.0870 0.0 0.0 0.1
H -0.0344 -2.0416 -5.2667 0.0 0.0 0.0
H -0.5252 -1.4954 -2.9013 0.0 0.1 0.0
O -0.4994 1.2478 -0.2350 0.1 -0.3 -0.1
P -1.8554 1.8897 -0.5160 0.0 0.1 -0.1
C -1.7352 3.6416 -0.2135 -0.1 0.1 0.1
C -2.8977 4.4102 -0.1299 0.0 0.1 0.0
C -2.7978 5.7809 0.0513 0.0 0.0 0.0
C -1.5454 6.3780 0.1563 -0.1 0.0 0.0
C -0.3929 5.6128 0.0814 0.1 -0.1 0.0
C -0.4832 4.2396 -0.1041 0.1 0.0 0.0
C -2.3154 1.6760 -2.2374 0.1 -0.1 -0.1
C -3.6211 1.8583 -2.6977 0.0 0.1 0.0
C -3.8920 1.7966 -4.0573 0.0 0.0 0.0
C -2.8644 1.5691 -4.9640 0.0 0.0 0.0
C -1.5608 1.4076 -4.5148 0.0 0.0 0.1
C -1.2845 1.4593 -3.1550 -0.1 0.0 0.0
C -3.1278 1.2413 0.5616 0.0 0.0 0.2
C -4.0972 0.3198 0.1672 0.1 -0.1 0.1
C -4.9645 -0.2202 1.1084 0.0 0.0 -0.1
C -4.8652 0.1529 2.4408 0.0 0.0 0.1
C -3.8997 1.0712 2.8435 0.0 0.0 -0.1
C -3.0315 1.6164 1.9084 -0.1 0.0 0.0
H -3.8764 3.9438 -0.1961 0.1 0.0 0.0
H -3.6946 6.3846 0.1188 0.0 0.0 0.0
H -1.4706 7.4483 0.2992 0.0 0.0 0.0
H 0.5784 6.0850 0.1693 -0.1 0.0 0.0
H 0.4144 3.6318 -0.1656 -0.1 0.1 0.0
H -4.4272 2.0686 -2.0047 0.0 0.0 0.0
H -4.9050 1.9392 -4.4127 0.0 0.0 0.0
H -3.0793 1.5370 -6.0247 0.0 0.0 0.0
H -0.7571 1.2652 -5.2277 0.0 0.0 0.0
H -0.2643 1.3651 -2.8010 0.0 0.0 0.0
H -4.1734 0.0117 -0.8667 0.0 0.0 0.0
H -5.7213 -0.9341 0.8002 0.1 0.1 0.0
H -5.5476 -0.2697 3.1701 0.1 0.0 -0.1
H -3.8358 1.3738 3.8822 0.0 0.0 -0.1
H -2.2891 2.3468 2.2166 -0.1 0.0 0.0
C -1.2498 -1.5885 1.0803 0.1 -0.2 0.0
N 0.1238 -1.9365 0.5711 0.1 0.0 0.0
C -0.0061 -3.1577 -0.2902 0.0 0.1 0.1
N -0.5862 -4.2618 0.4331 -0.1 0.1 0.3
C -1.9132 -3.8583 0.9276 0.1 0.0 0.1
N -1.8348 -2.6860 1.8160 0.3 -0.2 -0.1
C -0.9569 -3.0203 2.9490 0.0 0.0 -0.1
N 0.3905 -3.4141 2.5010 -0.3 0.0 -0.2
C 0.9672 -2.3183 1.7612 -0.1 0.0 0.0
C 0.2624 -4.5702 1.5959 0.0 0.1 0.0
H -1.8728 -1.3479 0.2214 0.0 0.0 -0.1
H -1.1736 -0.7051 1.7139 0.0 0.0 0.0
H 0.9861 -3.4294 -0.6522 0.0 0.0 0.0
H -0.6432 -2.9075 -1.1384 0.0 0.0 0.0
H -2.3499 -4.6903 1.4758 0.0 0.0 0.0
H -2.5597 -3.6237 0.0799 0.0 0.0 0.0
H -1.3961 -3.8441 3.5080 0.0 0.0 0.0
H -0.8779 -2.1531 3.6080 0.0 0.0 0.0
H 1.9553 -2.6021 1.3981 0.1 0.0 0.0
H 1.0572 -1.4443 2.4069 0.0 0.1 0.0
H -0.1808 -5.3989 2.1430 0.0 0.0 0.0
H 1.2537 -4.8718 1.2519 0.0 0.0 0.0



> Look up the multiplicity of the first one.

1



> The lowest multiplicity belongs to which entry?

C37H104N4O13



> Among the records above, which one has the lowest multiplicity?

C37H104N4O13